{
  "formula": "C2H7N5",
  "method": "ωB97M-V with the def2-TZVPD basis set",
  "elements": ["C", "N", "N", "C", "N", "N", "N", "H", "H", "H", "H", "H", "H", "H"],
  "xyz": [[-1.340, -1.382, -0.132], [-1.014, -0.627, 1.059], [0.185, -0.286, 1.326], [0.923, 0.236, 0.323], [2.266, -0.012, 0.303], [0.413, 0.999, -0.647], [-0.468, 2.004, -0.356], [-2.261, -0.977, -0.554], [-1.569, -2.402, 0.194], [-0.548, -1.420, -0.888], [2.821, 0.530, -0.337], [2.605, -0.878, 0.686], [-1.260, 1.755, 0.234], [-0.754, 2.461, -1.211]],
  "mulliken_charge": [-0.58, -0.29, -0.23, 0.52, -0.40, -0.37, -0.38, 0.23, 0.28, 0.32, 0.23, 0.21, 0.23, 0.24],
  "homo_lumo_gap_ev": [6.67, 7.31],
  "spin_multiplicity": 1,
  "relative_energy_kcal_mol": 92.5,
  "smiles": "C/N=N\\C(N)=N/N"
}

***

{
  "formula": "C2H7N5O",
  "method": "ωB97M-V with the def2-TZVPD basis set",
  "elements": ["C", "C", "H", "H", "H", "H", "H", "H", "H", "N", "N", "N", "N", "N", "O"],
  "xyz": [[0.933, -0.299, -0.640], [-0.685, 0.229, 1.181], [-2.701, -0.494, -0.490], [-1.791, 1.283, -1.056], [1.511, -0.443, -2.567], [0.013, 0.186, -2.386], [1.755, -1.067, 0.920], [0.168, 0.619, 2.855], [1.318, 0.386, 1.402], [-1.644, -0.093, -0.822], [-0.444, -0.416, -0.079], [0.865, 0.308, -2.003], [1.993, -0.600, 0.026], [0.471, 0.051, 2.034], [-1.762, 0.350, 1.626]],
  "mulliken_charge": [0.44, 0.27, 0.32, 0.28, 0.33, 0.33, 0.43, 0.27, 0.39, -0.81, 0.20, -0.55, -0.80, -0.60, -0.50],
  "homo_lumo_gap_ev": 9.92,
  "spin_multiplicity": 1,
  "relative_energy_kcal_mol": 95.1
}

***

{
  "formula": "C2H7N5O",
  "method": "ωB97M-V with the def2-TZVPD basis set",
  "elements": ["H", "N", "C", "N", "N", "C", "O", "N", "N", "H", "H", "H", "H", "H", "H"],
  "xyz": [[2.517, -0.950, 1.803], [2.071, -0.330, 1.117], [2.176, -0.523, -0.147], [1.354, 0.092, -0.908], [0.476, 1.037, -0.340], [-0.878, 0.656, 0.108], [-1.786, 1.572, 0.362], [-0.932, -0.787, -0.073], [-2.296, -1.468, 0.004], [2.949, -0.996, -0.615], [1.694, 0.685, -1.750], [0.835, 1.799, 0.296], [-0.309, -1.442, -0.772], [-3.011, -1.005, 0.768], [-2.888, -1.270, -0.992]],
  "mulliken_charge": [0.21, -0.59, -0.02, -0.42, -0.17, 0.39, -0.61, -0.10, -0.68, 0.50, 0.31, 0.28, 0.34, 0.30, 0.26],
  "homo_lumo_gap_ev": 9.95,
  "spin_multiplicity": 1,
  "relative_energy_kcal_mol": 100.6,
  "smiles": "[H]/N=C/NNC(=O)NN"
}

***

{
  "formula": "C2H7NO",
  "method": "ωB97M-V with the def2-TZVPD basis set",
  "elements": ["N", "C", "C", "O", "H", "H", "H", "H", "H", "H", "H"],
  "xyz": [[0.095, 1.635, -0.332], [-0.437, 0.518, 0.371], [-0.169, -0.892, -0.059], [1.210, -1.472, -0.182], [-0.122, 1.521, -1.365], [1.042, 1.354, -0.495], [-1.584, 0.676, 0.266], [-0.191, 0.513, 1.466], [-0.558, -1.056, -1.057], [-0.805, -1.496, 0.602], [1.519, -1.301, 0.784]],
  "mulliken_charge": [-0.65, -0.39, -0.58, -0.51, 0.26, 0.26, 0.27, 0.37, 0.36, 0.28, 0.32],
  "homo_lumo_gap_ev": 10.76,
  "spin_multiplicity": 1,
  "relative_energy_kcal_mol": 31.7,
  "smiles": "NCCO"
}

***

{
  "formula": "C2H7NO2",
  "method": "ωB97M-V with the def2-TZVPD basis set",
  "elements": ["C", "C", "N", "O", "O", "H", "H", "H", "H", "H", "H", "H"],
  "xyz": [[-0.050, -0.187, -0.372], [0.376, 1.107, 0.285], [-1.631, -0.334, -0.282], [0.083, -1.328, 0.380], [1.701, -1.378, 0.034], [2.017, -1.219, 0.939], [0.212, -0.282, -1.427], [-2.204, 0.494, -0.163], [-1.973, -1.162, -0.761], [0.186, 1.080, 1.362], [-0.165, 1.954, -0.143], [1.449, 1.255, 0.148]],
  "mulliken_charge": [0.78, -1.43, -0.58, -0.31, -0.47, 0.33, 0.25, 0.16, 0.21, 0.35, 0.38, 0.33],
  "homo_lumo_gap_ev": 9.67,
  "spin_multiplicity": 1,
  "relative_energy_kcal_mol": 116.5
}

***

{
  "formula": "C2H7NO2",
  "method": "ωB97M-V with the def2-TZVPD basis set",
  "elements": ["C", "C", "N", "O", "H", "H", "H", "H", "H", "O", "H", "H"],
  "xyz": [[-0.359, 0.686, -0.775], [-0.960, -0.394, 0.088], [-1.147, -1.644, -0.554], [-0.848, -0.355, 1.290], [0.578, 1.028, -0.335], [-0.970, 1.576, -0.591], [-0.201, 0.472, -1.825], [-0.644, -1.744, -1.425], [-2.052, -2.083, -0.542], [2.498, 1.067, 1.460], [2.064, 0.960, 2.312], [2.040, 0.431, 0.897]],
  "mulliken_charge": [-0.77, 0.55, -0.43, -0.51, 0.16, 0.25, 0.32, 0.22, 0.22, -0.66, 0.34, 0.32],
  "homo_lumo_gap_ev": 10.93,
  "spin_multiplicity": 1,
  "relative_energy_kcal_mol": 27.7,
  "smiles": "CC(N)=O.O"
}

***

{
  "formula": "C2H7NO2",
  "method": "ωB97M-V with the def2-TZVPD basis set",
  "elements": ["N", "C", "C", "O", "H", "H", "H", "H", "H", "O", "H", "H"],
  "xyz": [[1.473, 0.048, 1.743], [0.115, -0.151, 1.255], [0.146, -1.026, 0.030], [-0.717, -1.096, -0.802], [1.992, 0.757, 1.250], [1.532, 0.212, 2.739], [-0.444, 0.778, 1.100], [-0.399, -0.741, 2.012], [1.073, -1.622, -0.040], [-1.604, 1.327, -3.207], [-1.861, 0.551, -3.713], [-1.306, 0.964, -2.366]],
  "mulliken_charge": [-0.56, -0.23, -0.04, -0.48, 0.20, 0.21, 0.25, 0.27, 0.38, -0.65, 0.32, 0.33],
  "homo_lumo_gap_ev": 10.67,
  "spin_multiplicity": 1,
  "relative_energy_kcal_mol": 35.2,
  "smiles": "NCC=O.O"
}

***

{
  "formula": "C2H7NO2",
  "method": "ωB97M-V with the def2-TZVPD basis set",
  "elements": ["C", "N", "C", "O", "H", "H", "H", "H", "H", "O", "H", "H"],
  "xyz": [[0.000, 0.000, 0.000], [-0.477, 0.429, -1.332], [0.240, 1.222, -2.176], [1.428, 1.465, -2.025], [-0.827, -0.609, 0.402], [0.184, 0.842, 0.689], [0.908, -0.624, -0.043], [-1.456, 0.199, -1.519], [-0.379, 1.556, -3.044], [0.470, 5.747, -3.213], [-0.306, 5.851, -2.617], [0.246, 4.973, -3.778]],
  "mulliken_charge": [-0.74, -0.17, 0.10, -0.56, 0.31, 0.25, 0.25, 0.25, 0.31, -0.64, 0.32, 0.32],
  "homo_lumo_gap_ev": 10.61,
  "spin_multiplicity": 1,
  "relative_energy_kcal_mol": 24.7,
  "smiles": "CNC=O.O"
}

***

{
  "formula": "C2H7NO2",
  "method": "ωB97M-V with the def2-TZVPD basis set",
  "elements": ["C", "C", "O", "O", "N", "H", "H", "H", "H", "H", "H", "H"],
  "xyz": [[0.895, -0.955, -0.113], [0.572, 0.350, 0.574], [0.943, 1.448, -0.136], [-0.953, 0.718, 0.624], [-1.858, 0.277, -0.368], [0.355, -1.777, 0.354], [1.967, -1.130, -0.027], [0.667, -0.894, -1.176], [0.840, 0.366, 1.639], [0.019, 1.968, 0.071], [-1.373, 0.330, -1.265], [-2.073, -0.701, -0.177]],
  "mulliken_charge": [-1.15, 0.38, -0.57, -0.40, -0.40, 0.32, 0.35, 0.29, 0.25, 0.42, 0.24, 0.25],
  "homo_lumo_gap_ev": 10.78,
  "spin_multiplicity": 1,
  "relative_energy_kcal_mol": 84.9,
  "smiles": "C[C@@H](O)ON"
}

***

{
  "formula": "C2H7NO2",
  "method": "ωB97M-V with the def2-TZVPD basis set",
  "elements": ["C", "O", "H", "H", "N", "C", "O", "H", "H", "H", "H", "H"],
  "xyz": [[-1.498, 1.890, 0.961], [-0.514, 1.719, 0.214], [-1.510, 1.678, 2.040], [-2.317, 2.437, 0.503], [-0.107, -1.504, -0.476], [1.297, -1.217, -0.530], [1.556, 0.059, -0.046], [-0.564, -0.919, 0.169], [-0.654, -1.707, -1.221], [1.883, -1.877, 0.157], [1.614, -1.266, -1.604], [0.814, 0.707, -0.165]],
  "mulliken_charge": [-0.10, -0.49, 0.26, 0.26, -0.49, -0.03, -0.54, 0.16, 0.19, 0.15, 0.24, 0.40],
  "homo_lumo_gap_ev": 8.49,
  "spin_multiplicity": 1,
  "relative_energy_kcal_mol": 63.8,
  "smiles": "C=O.NCO"
}

***

{
  "formula": "C2H7NO2S",
  "method": "ωB97M-V with the def2-TZVPD basis set",
  "elements": ["C", "C", "N", "O", "O", "S", "H", "H", "H", "H", "H", "H", "H"],
  "xyz": [[0.246, 0.032, 1.403], [-0.494, 0.258, -0.914], [-1.396, -0.759, -0.996], [1.334, -0.764, -2.418], [1.925, 1.039, -0.713], [0.928, 0.570, -1.996], [1.155, 0.678, 1.493], [0.554, -0.993, 1.532], [-0.707, 0.310, 1.821], [-0.963, 1.197, -0.724], [-2.276, -0.647, -0.574], [-1.060, -1.630, -1.169], [1.763, 0.236, -0.163]],
  "mulliken_charge": [-1.08, -0.29, -0.37, -0.56, -0.44, 0.52, 0.31, 0.34, 0.36, 0.42, 0.24, 0.18, 0.37],
  "homo_lumo_gap_ev": [7.97, 7.90],
  "spin_multiplicity": 1,
  "relative_energy_kcal_mol": 108.3
}

***

{
  "formula": "C2H7NO2S2",
  "method": "ωB97M-V with the def2-TZVPD basis set",
  "elements": ["C", "C", "N", "S", "O", "O", "S", "H", "H", "H", "H", "H", "H", "H"],
  "xyz": [[-1.487, 1.041, 0.025], [-0.473, 0.105, 0.496], [-0.689, -1.452, 0.010], [1.160, 0.567, -0.183], [1.680, 1.602, 0.619], [1.190, 0.687, -1.609], [2.361, -1.019, 0.302], [-1.478, 2.077, 0.568], [-2.439, 0.606, 0.009], [-1.211, 1.213, -0.996], [-0.103, 0.006, 1.579], [-0.259, -1.494, -0.893], [-0.214, -1.958, 0.710], [1.962, -1.980, -0.638]],
  "mulliken_charge": [-1.31, 0.26, -0.68, 0.95, -0.61, -0.55, -0.25, 0.27, 0.42, 0.35, 0.40, 0.24, 0.33, 0.18],
  "homo_lumo_gap_ev": 10.41,
  "spin_multiplicity": 1,
  "relative_energy_kcal_mol": 54.0,
  "smiles": "C[C@@H](N)S(=O)(=O)S"
}